Entry 1:
Here is a 2-piece molecular cluster, C3H10N3 overall from the Open Molecules 2025 dataset. Energies are from the ωB97M-V functional and the def2-TZVPD basis.

Calculated values
HOMO-LUMO gap, Ha: 0.3299
Multiplicity: 1
Total charge: +1
LUMO level, eV: -3.8
ΔE to the lowest compared entry with this formula, charge and spin, kJ/mol: 634.5

Atoms and positions in Å:
1 C 1.8334 0.0018 0.5080
2 C 1.5775 0.8877 -0.4019
3 C -0.2795 -0.4097 0.8890
4 N -0.4703 -1.5184 -0.2440
5 N -1.0628 0.6489 0.7430
6 N -1.7803 0.6499 -0.4512
7 H 1.7368 -1.0310 0.1906
8 H 2.3162 0.2890 1.4539
9 H 1.6666 1.9142 -0.1832
10 H 1.1171 0.6570 -1.3864
11 H -1.3257 -2.0807 -0.3106
12 H 0.0748 -2.2536 0.2316
13 H -0.9865 1.4037 1.3547
14 H -2.7771 0.5674 -0.2481
15 H -0.0873 -1.2774 -1.1491
16 H -1.5529 1.5511 -0.9965

Forces on the atoms, in the same order (eV/Å):
C 1.5 -1.5 0.8
C -0.9 1.0 -2.5
C -1.0 0.6 1.9
N 0.4 -0.7 2.1
N 0.2 -4.5 -2.3
N -0.4 2.9 -1.5
H 0.8 -0.1 0.6
H -0.5 -0.6 -0.4
H 0.2 1.2 0.1
H 0.6 0.1 0.6
H -0.7 1.2 -0.4
H 0.7 0.4 -0.7
H 0.0 1.4 1.2
H 0.2 0.5 -0.2
H -0.1 0.0 -0.4
H -0.8 -1.7 1.0

---

Entry 2:
Here is C35H27N5O8Ru as an isolated structure from the Open Molecules 2025 dataset. Energies are from the ωB97M-V functional and the def2-TZVPD basis.

Calculated values
HOMO-LUMO gap (spin up / spin down), Ha: 0.2845 / 0.2357
⟨S²⟩: 6.0259
Multiplicity: 5
LUMO level (spin up / spin down), eV: -0.2 / -2.5

Atoms and positions in Å:
1 Ru 0.1994 -1.3025 0.6923
2 O 3.9559 -1.4429 2.3339
3 C 2.7553 -1.3433 2.2223
4 N 1.9482 -2.0972 1.3634
5 C 2.4147 -3.1208 0.6051
6 C 3.7201 -3.6746 0.6525
7 C 4.0203 -4.7336 -0.1502
8 C 3.0604 -5.2915 -1.0335
9 C 1.7938 -4.7972 -1.1099
10 C 1.4335 -3.6992 -0.2880
11 N 0.2039 -3.1385 -0.1984
12 C -0.9341 -3.6342 -0.8363
13 O -0.9465 -4.4237 -1.7527
14 C -2.2142 -3.1310 -0.2286
15 C -3.4059 -3.2723 -0.9117
16 C -4.5584 -2.8134 -0.2985
17 C -4.4691 -2.2617 0.9702
18 C -3.2249 -2.1727 1.5740
19 N -2.1096 -2.5929 0.9829
20 C 1.9757 -0.3680 3.0575
21 C 2.6359 0.6230 3.7550
22 C 1.8735 1.4964 4.5105
23 C 0.4984 1.3244 4.5497
24 C -0.0679 0.2959 3.8161
25 N 0.6565 -0.5404 3.0736
26 H 4.4565 -3.2496 1.3108
27 H 5.0172 -5.1534 -0.1167
28 H 3.3405 -6.1245 -1.6649
29 H 1.0675 -5.2123 -1.7859
30 H -3.4069 -3.7239 -1.8931
31 H -5.5137 -2.8832 -0.8022
32 H -5.3467 -1.8994 1.4877
33 H -3.1127 -1.7352 2.5583
34 H 3.7120 0.6895 3.6890
35 H 2.3432 2.3031 5.0581
36 H -0.1353 1.9816 5.1287
37 H -1.1369 0.1383 3.8096
38 O 1.1673 0.6893 0.4862
39 C 1.8782 0.3777 -0.5216
40 O 1.7666 -0.7343 -1.0767
41 C 2.8801 1.3669 -1.0168
42 C 2.6617 2.7308 -0.8655
43 C 3.6043 3.6431 -1.3185
44 C 4.7826 3.1979 -1.8991
45 C 4.9738 1.8365 -2.0258
46 C 4.0454 0.9059 -1.6102
47 N 6.2349 1.3513 -2.6380
48 O 6.3233 0.1652 -2.8678
49 O 7.0491 2.1846 -2.9736
50 H 1.7504 3.0658 -0.3869
51 H 3.4273 4.7050 -1.2155
52 H 5.5438 3.8802 -2.2475
53 H 4.2188 -0.1513 -1.7475
54 C -5.1094 4.5229 -2.1426
55 C -4.2499 3.4391 -1.5485
56 C -4.5675 2.8486 -0.3371
57 C -3.7637 1.8718 0.2450
58 C -4.2521 1.2742 1.5460
59 C -2.6080 1.4616 -0.4261
60 C -2.2575 2.0474 -1.6568
61 C -1.0078 1.6987 -2.4333
62 C -3.0872 3.0258 -2.1879
63 C -1.7221 0.4134 0.1535
64 O -1.4723 0.3178 1.3751
65 O -1.1779 -0.4301 -0.6412
66 H -6.0989 4.5412 -1.6869
67 H -5.2296 4.3877 -3.2179
68 H -4.6543 5.5033 -1.9878
69 H -5.4725 3.1513 0.1806
70 H -5.0889 0.6007 1.3455
71 H -4.6268 2.0638 2.1982
72 H -3.4799 0.7254 2.0750
73 H -0.1415 1.5417 -1.7943
74 H -0.7883 2.4998 -3.1391
75 H -1.1428 0.7742 -2.9947
76 H -2.8082 3.4860 -3.1302

Forces on the atoms, in the same order (eV/Å):
Ru 0.0 0.8 -0.3
O 0.1 0.1 0.0
C -0.2 -0.3 -0.1
N 0.2 0.3 0.2
C 0.1 -0.2 -0.1
C -0.2 0.1 0.0
C 0.0 -0.2 -0.2
C 0.2 0.0 0.1
C -0.1 0.2 0.1
C 0.1 -0.1 0.0
N -0.4 -0.1 -0.1
C 0.3 0.1 0.2
O 0.0 0.0 -0.1
C 0.3 -0.1 0.0
C -0.1 0.0 0.0
C 0.0 0.0 0.0
C 0.0 0.0 0.0
C 0.1 0.0 0.0
N -0.2 0.2 0.1
C 0.0 -0.3 -0.2
C 0.0 0.0 0.1
C 0.0 0.0 0.0
C 0.0 0.0 0.0
C 0.0 -0.2 0.0
N -0.1 0.3 0.0
H 0.0 0.0 0.0
H 0.0 0.0 0.0
H 0.0 0.0 0.0
H 0.0 0.0 0.0
H 0.0 0.0 0.0
H 0.0 0.0 0.0
H 0.0 0.0 0.0
H 0.0 0.0 0.0
H 0.0 0.0 0.0
H 0.0 0.0 0.0
H 0.0 0.0 0.0
H 0.0 0.0 -0.1
O 0.1 -0.2 0.2
C -0.1 -0.1 -0.1
O 0.1 0.0 0.0
C 0.0 0.0 0.0
C 0.1 0.0 0.1
C 0.0 0.0 0.0
C 0.0 0.1 0.1
C 0.3 -0.1 0.1
C -0.1 0.0 -0.1
N -0.6 0.1 -0.7
O 0.2 -0.2 0.3
O 0.3 0.1 0.2
H 0.0 0.0 0.0
H 0.0 0.0 0.0
H 0.0 0.0 0.0
H 0.0 0.0 0.0
C 0.0 0.0 0.0
C 0.0 0.0 0.0
C 0.0 0.0 0.0
C -0.2 0.0 0.1
C 0.0 0.0 0.0
C 0.1 0.0 0.0
C 0.1 0.1 -0.1
C -0.1 0.0 0.0
C 0.0 0.0 0.0
C 0.1 -0.2 -0.1
O 0.0 0.0 0.0
O 0.0 -0.2 0.1
H 0.0 0.0 0.0
H 0.0 0.0 0.0
H 0.0 0.0 0.0
H 0.0 0.0 0.0
H 0.0 0.0 0.0
H 0.0 0.0 0.0
H 0.0 0.1 0.0
H 0.0 0.1 0.0
H 0.0 0.0 0.0
H 0.0 0.0 0.0
H 0.0 0.0 0.0

---

Entry 3:
Here is a 3-piece molecular cluster, C5H12O2 overall from the Open Molecules 2025 dataset. Energies are from the ωB97M-V functional and the def2-TZVPD basis.

Calculated values
HOMO-LUMO gap, Ha: 0.3463
Multiplicity: 1
LUMO level, eV: 0.7
ΔE to the lowest compared entry with this formula, charge and spin, kJ/mol: 223.2

Atoms and positions in Å:
1 C 0.7688 1.2515 -0.5576
2 C 1.4859 0.1876 -0.2221
3 C 1.0826 -0.9257 0.7041
4 C -0.1859 -1.2967 0.8808
5 C 2.2362 -1.7194 1.2080
6 H -0.2936 1.4136 -0.4466
7 H 1.2745 2.1547 -0.8929
8 H 2.5182 0.0321 -0.5146
9 H -0.4398 -2.2039 1.4146
10 H -1.0099 -0.7748 0.4116
11 H 2.7156 -2.3036 0.4207
12 H 3.0324 -1.0004 1.4788
13 H 2.1138 -2.2888 2.1258
14 O -2.4419 1.9618 0.4628
15 H -2.5663 1.1752 -0.0762
16 H -3.2337 2.0607 0.9587
17 O -2.7643 0.6828 -2.4590
18 H -2.0345 0.2764 -2.9271
19 H -2.2580 1.3171 -1.9697

Forces on the atoms, in the same order (eV/Å):
C 0.5 0.8 -0.3
C -0.3 -0.9 1.1
C -1.0 -0.4 -1.3
C 0.1 -0.1 -0.1
C 1.5 1.0 0.6
H 0.0 -0.3 0.8
H 0.0 -0.4 -0.7
H 0.2 0.8 0.0
H 0.0 0.1 0.2
H 0.0 0.1 0.0
H -0.3 -0.3 0.0
H -0.2 -0.1 0.0
H -0.5 -0.3 -0.3
O 1.2 -0.1 -0.7
H -0.3 -0.2 0.2
H -1.1 0.1 0.6
O 0.1 -0.4 -0.1
H 0.0 -0.6 -0.5
H 0.0 1.1 0.6

---

Quick rundown of maximum force, same order as above: 5.1, 0.9, 1.9 eV Å⁻¹
Quick rundown of DFT total energy, same order as above: -284.1343, -2320.5200, -348.1198 Eh